1.
ORCA calculation (wB97M-V/def2-TZVPD) on a 2-piece molecular cluster, C4H6N2O overall.

Element x y z (Å)
H: -1.67652 2.01646 1.69931
N: -1.69976 1.03617 1.40708
C: -0.59618 0.71538 0.86617
C: 0.65056 1.43994 0.58686
C: 1.48296 0.57598 -0.01950
N: 0.91181 -0.68503 -0.17859
C: -0.37833 -0.70611 0.33348
O: -1.13619 -1.64412 0.33792
H: 0.85929 2.47399 0.82457
H: 2.49202 0.74947 -0.37425
H: 1.34365 -1.47961 -0.62163
H: -1.29053 -2.03460 -2.17404
H: -0.96280 -2.45792 -2.68738

Output
Highest occupied orbital energy: -0.335 hartree
Strongest force on any atom: 0.01125 Eh/bohr
E_tot: -9271.4632 eV
Energy above the lowest of the compared OMol25 structures with the same formula, charge and spin: 47.0 kcal per mole

---

2.
ORCA calculation (wB97M-V/def2-TZVPD) on a 6-piece molecular cluster, C27H51F3O18 overall at a distorted geometry.

Element x y z (Å)
O: -3.34793 -0.84974 -2.44841
C: -2.28050 -0.32410 -2.19534
O: -2.05273 0.98099 -2.22176
C: -0.68135 1.25892 -2.21248
C: -0.21894 -0.05889 -1.53598
F: -0.26581 0.15082 -0.23731
O: -1.17440 -0.97011 -1.97750
H: -0.20840 1.45982 -3.17376
H: -0.50019 2.09926 -1.54232
H: 0.83012 -0.21475 -1.78755
O: -1.85428 -3.40887 -5.13754
C: -2.34716 -3.89853 -4.09105
O: -3.12441 -4.99697 -3.99599
C: -3.91843 -4.84009 -2.85289
C: -3.14435 -3.95212 -1.96082
F: -2.53657 -4.60316 -0.93783
O: -2.19650 -3.43809 -2.84652
H: -4.81485 -4.40271 -3.29247
H: -4.21420 -5.76923 -2.36574
H: -3.84708 -3.21314 -1.57587
O: 3.90447 0.53635 2.68103
C: 3.78961 1.22070 1.65508
O: 4.79137 1.49722 0.83074
C: 4.48483 2.56892 0.04324
C: 2.97272 2.52035 0.00963
F: 2.54930 1.91805 -1.03172
O: 2.64074 1.83399 1.24306
H: 4.89586 3.45106 0.53414
H: 4.96235 2.47196 -0.93178
H: 2.66244 3.55880 -0.10638
C: 4.04699 0.65798 8.37829
O: 3.52909 1.94645 7.99596
C: 3.06677 2.06366 6.62682
C: 2.28800 0.90873 6.00743
O: 1.20617 0.48577 6.84089
C: 0.64241 -0.73239 6.22662
C: -0.56356 -0.47933 5.35945
O: -0.21982 0.22803 4.20380
C: 0.63436 -0.46222 3.34351
H: 3.34706 -0.15419 8.18187
H: 4.32919 0.59390 9.42917
H: 4.95837 0.53903 7.79233
H: 3.81962 2.27838 5.86838
H: 2.41342 2.93550 6.66037
H: 2.96362 0.05939 5.90618
H: 1.95221 1.20078 5.01242
H: 0.27584 -1.29539 7.08496
H: 1.36643 -1.42540 5.79809
H: -1.40872 -0.13737 5.95684
H: -0.89435 -1.46988 5.04724
H: 0.23810 -1.42378 3.01720
H: 1.62215 -0.57554 3.79019
H: 0.66073 0.13440 2.43167
C: -2.64437 -1.95651 0.84405
O: -2.47220 -0.62478 1.30832
C: -3.15683 -0.28893 2.52205
C: -2.97969 1.22155 2.79168
O: -3.60765 2.11152 1.83789
C: -2.98151 2.32860 0.60724
C: -3.43231 3.57799 -0.10719
O: -4.86969 3.33085 -0.41492
C: -5.34934 3.97810 -1.54113
H: -2.60524 -2.69868 1.64138
H: -1.82294 -2.24132 0.18660
H: -3.58119 -2.07777 0.30021
H: -2.90369 -0.91674 3.37637
H: -4.20014 -0.49445 2.28255
H: -1.90562 1.37124 2.68181
H: -3.27842 1.46011 3.81244
H: -3.29755 1.51013 -0.03953
H: -1.89164 2.34130 0.59634
H: -2.85063 3.90769 -0.96804
H: -3.31356 4.41919 0.57573
H: -6.42422 3.93602 -1.36518
H: -5.03889 3.48065 -2.45997
H: -5.13619 5.04690 -1.52288
C: 1.40366 3.31459 -4.56752
O: 1.84493 1.98727 -4.62491
C: 1.29701 1.30716 -5.74793
C: 1.44148 -0.20481 -5.50721
O: 1.21210 -0.54751 -4.14914
C: 1.35296 -1.99242 -3.89133
C: 2.55250 -2.76821 -4.41962
O: 2.55652 -4.07168 -3.80508
C: 3.25623 -5.10663 -4.53723
H: 1.44779 3.82855 -5.52772
H: 1.90538 3.88732 -3.78755
H: 0.35745 3.49638 -4.32157
H: 1.89008 1.43924 -6.65287
H: 0.23209 1.52605 -5.82623
H: 2.40985 -0.54081 -5.87795
H: 0.75521 -0.77502 -6.13331
H: 0.46111 -2.38028 -4.38354
H: 1.24781 -2.18337 -2.82335
H: 3.50558 -2.28550 -4.20349
H: 2.44073 -2.83481 -5.50183
H: 3.07877 -4.90301 -5.59323
H: 2.77148 -6.04634 -4.27255
H: 4.29321 -5.33170 -4.28802

Output
Highest occupied orbital energy: -0.338 hartree
Strongest force on any atom: 0.09903 Eh/bohr
E_tot: -73825.4890 eV
Energy above the lowest of the compared OMol25 structures with the same formula, charge and spin: 34.8 kcal per mole

---

3.
ORCA calculation (wB97M-V/def2-TZVPD) on C22H47NOPbSSbSeSi3 as an isolated structure at a distorted geometry.

Element x y z (Å)
Pb: -0.67704 -0.49103 -1.43597
C: -5.12808 -0.82541 -1.54259
C: -4.00386 -1.85528 -1.29318
C: -3.61395 -2.21299 -0.03301
C: -2.62827 -3.17132 0.12608
C: -2.05948 -3.84745 -0.96125
C: -2.49111 -3.48917 -2.22097
C: -3.47781 -2.47104 -2.40543
H: -4.98210 0.13388 -1.11747
H: -6.04086 -1.20308 -1.09601
H: -5.34069 -0.65111 -2.63818
H: -4.05424 -1.69968 0.79146
H: -2.27949 -3.42354 1.18275
H: -1.27204 -4.61938 -0.77328
H: -2.18269 -4.00567 -3.08685
H: -3.74311 -2.19801 -3.47067
C: -3.12877 2.48623 -0.26989
S: -2.23172 3.48224 0.98366
C: -2.60747 5.10803 0.44249
H: -2.70808 2.66345 -1.27267
H: -4.21149 2.73275 -0.26615
H: -3.04288 1.41497 0.03315
H: -3.68742 5.35167 0.34118
H: -2.11567 5.41971 -0.50484
H: -2.25251 5.78444 1.23936
C: 2.53552 2.80055 0.63168
Si: 3.26489 1.07290 0.36090
C: 4.74353 0.77285 1.49001
C: 3.75631 0.78572 -1.42175
Sb: 1.27297 -0.50641 0.76376
Si: 2.22976 -2.95370 0.76206
C: 1.19137 -4.09072 1.85411
C: 2.24454 -3.72038 -0.97351
C: 3.91933 -2.71075 1.51372
Si: 0.23002 -0.28722 3.15408
C: -1.57695 -0.94878 3.11156
C: 0.43622 1.54166 3.53472
C: 1.49533 -1.15035 4.19021
H: 3.19460 3.53043 0.05807
H: 2.57608 3.02987 1.73066
H: 1.59335 2.86997 0.18472
H: 5.31432 1.67418 1.42447
H: 5.30550 -0.12993 1.20661
H: 4.55067 0.76263 2.49942
H: 4.62461 1.36434 -1.58609
H: 2.94843 1.05427 -2.12818
H: 4.03732 -0.24597 -1.67596
H: 0.11544 -3.94730 1.54614
H: 1.35830 -4.04193 2.90741
H: 1.40244 -5.13394 1.60339
H: 1.18677 -3.98522 -1.29350
H: 2.85664 -4.64518 -0.96780
H: 2.60113 -3.08690 -1.78961
H: 3.87548 -1.99883 2.34095
H: 4.58499 -2.30222 0.77899
H: 4.39929 -3.63561 1.82603
H: -2.23183 -0.18412 2.73837
H: -1.82643 -1.24674 4.12719
H: -1.76897 -1.76995 2.37659
H: -0.22491 2.10017 2.83397
H: 1.46334 1.74033 3.27736
H: 0.25072 1.69473 4.59307
H: 1.50249 -2.24493 4.16067
H: 1.59177 -0.86130 5.20432
H: 2.41621 -0.86281 3.71716
C: 0.18332 4.00312 -2.56223
C: -0.43811 2.62479 -2.65487
C: -1.72593 2.49514 -3.42904
O: 0.08556 1.73301 -1.98810
H: -0.09965 4.58557 -3.47896
H: 1.26178 4.01923 -2.45141
H: -0.23848 4.57316 -1.74449
H: -2.36621 3.40636 -3.35356
H: -2.38318 1.60464 -3.12162
H: -1.43513 2.42260 -4.48866
Se: 1.28500 -1.32314 -3.15737
C: 1.28732 0.21086 -4.15999
N: 1.10400 1.12803 -4.82738

Output
Highest occupied orbital energy: -0.391 hartree
Charge: +1
Strongest force on any atom: 0.06203 Eh/bohr
E_tot: -138710.7156 eV
Energy above the lowest of the compared OMol25 structures with the same formula, charge and spin: 16.2 kcal per mole

---

4.
ORCA calculation (wB97M-V/def2-TZVPD) on Ca2N4O12 as an isolated structure at a distorted geometry.

Element x y z (Å)
Ca: -0.58332 -0.20902 1.13671
Ca: 3.45605 -0.17149 -0.90724
N: 1.72578 2.35249 1.65019
O: 1.33854 1.15442 1.41161
O: 1.12513 3.01683 2.48865
O: 2.72521 2.76523 1.03498
N: -1.74709 2.58032 -0.91598
O: -2.75195 2.33613 -1.58173
O: -1.29789 1.68305 -0.11627
O: -1.14606 3.65608 -0.96841
N: -0.95123 -3.78007 0.76549
O: -0.23802 -4.71283 0.33475
O: -2.16341 -3.94313 0.96784
O: -0.38354 -2.66191 1.02917
N: 0.20665 -0.97752 -1.63035
O: 0.51740 -1.62298 -2.64435
O: 1.11846 -0.51558 -0.83603
O: -0.95070 -0.95003 -1.21903

Output
Highest occupied orbital energy: -0.310 hartree
Strongest force on any atom: 0.07754 Eh/bohr
E_tot: -67395.2280 eV
Energy above the lowest of the compared OMol25 structures with the same formula, charge and spin: 0.0 kcal per mole

---

5.
ORCA calculation (wB97M-V/def2-TZVPD) on one molecule with the formula C4H10O2 at a distorted geometry.

Element x y z (Å)
C: -0.99913 1.40546 0.80273
O: 0.34603 0.45259 1.18182
C: 0.36911 -0.24043 0.04105
C: 0.85242 0.42712 -1.22795
C: -0.63543 -1.36220 -0.15287
O: 1.82895 -0.97463 0.69898
H: -1.67804 1.17395 -0.01655
H: -1.54421 1.34454 1.73805
H: -0.51978 2.36378 0.62355
H: 0.03268 0.62618 -1.91624
H: 1.39240 1.34186 -0.99534
H: 1.55188 -0.26032 -1.69922
H: -0.94807 -1.75372 0.81276
H: -0.16328 -2.15097 -0.73471
H: -1.50763 -1.01750 -0.70854
H: 1.62211 -1.37571 1.55247

Output
Highest occupied orbital energy: -0.343 hartree
Strongest force on any atom: 0.13817 Eh/bohr
E_tot: -8402.2096 eV
Energy above the lowest of the compared OMol25 structures with the same formula, charge and spin: 77.0 kcal per mole